{
  "formula": "C4H8N2P2",
  "method": "wB97M-V/def2-TZVPD",
  "smiles": "P[C@@]12CN1C=CN=[PH2]2",
  "largest_force_ev_per_a": 4.45,
  "e_lumo_ev": 0.80,
  "energy_ev": -25831.036,
  "gap_ev": 8.502,
  "symbols": ["P", "C", "C", "N", "C", "C", "N", "P", "H", "H", "H", "H", "H", "H", "H", "H"],
  "positions_angstrom": [[1.251, 2.228, -0.365], [0.771, 0.492, 0.101], [0.890, -0.012, 1.460], [-0.374, 0.448, 0.959], [-1.434, -0.501, 0.760], [-1.664, -1.079, -0.404], [-0.860, -1.022, -1.478], [0.656, -0.738, -1.188], [0.148, 2.930, 0.200], [0.355, 1.937, -1.536], [0.936, -1.148, 1.503], [1.286, 0.502, 2.228], [-2.237, -0.391, 1.520], [-2.546, -1.729, -0.491], [1.571, -1.703, -0.767], [1.251, -0.214, -2.502]],
  "nbo_charge": [0.31, -0.54, -0.23, -0.40, -0.18, -0.02, -1.01, 1.33, 0.01, -0.01, 0.18, 0.20, 0.21, 0.19, -0.06, 0.01]
}